Formula: C28H21ClN4OPd
Source: the OMol25 dataset
Level of theory: wB97M-V/def2-TZVPD

Values from the calculation:
- Charge: 0
- 2S+1: 3
- ⟨S²⟩: 2.065
- Energy: -1961.8821 hartree
- HOMO-LUMO gap (alpha / beta): 5.024 / 6.011 eV
- HOMO energy (alpha / beta): -5.532 / -7.811 eV

Geometry (Å):
C -3.37 -5.04 2.56
H 0.85 0.26 -5.79
C 3.76 -0.02 -1.88
C -3.31 2.79 0.07
H -0.58 -3.12 -0.22
C 1.42 0.07 -2.46
C -3.94 1.54 0.08
H -4.10 -5.84 2.58
Cl 4.44 0.45 5.73
C 2.79 0.20 0.90
H -3.79 3.76 0.10
C -1.50 -2.99 2.50
H -1.45 -3.18 4.63
H 4.56 -0.09 -1.15
C -0.64 0.27 -4.25
H -0.21 -0.10 4.41
C -1.88 -3.55 3.71
C -1.93 2.55 0.00
H 4.45 0.42 2.90
Pd -0.01 0.04 -0.04
H 3.36 0.13 -5.27
H -1.87 0.24 -2.46
H -1.12 3.27 -0.03
C 0.82 0.00 4.09
C -2.91 0.60 0.03
C 2.43 0.01 -1.46
H -3.42 -4.85 0.42
N -1.72 -1.40 -0.06
C -2.82 -4.58 3.74
H 5.11 -0.02 -3.54
H -2.21 -3.29 -0.83
H 1.62 0.11 6.07
C 1.83 0.13 5.01
O 0.01 -0.13 1.92
C -2.86 -0.82 0.04
N 1.97 0.01 -0.17
C 0.65 0.22 -4.73
C 1.06 0.01 2.71
H -0.79 -2.17 2.47
N 0.13 0.10 -2.03
H -3.78 -1.40 0.11
C 3.15 0.28 4.56
C -2.99 -4.48 1.35
C 2.40 0.15 2.25
H 3.82 0.47 0.69
C 4.06 0.01 -3.25
C -2.05 -3.46 1.31
H -3.11 -5.01 4.69
H -5.00 1.33 0.13
C -0.87 0.21 -2.88
H -1.48 0.34 -4.93
C 3.42 0.30 3.23
C 3.10 0.09 -4.22
C 1.73 0.12 -3.83
N -1.71 1.23 -0.02
C -1.62 -2.86 -0.02

Formula: C5H10N2O2
Source: the OMol25 dataset
Level of theory: wB97M-V/def2-TZVPD

Values from the calculation:
- Energy above the lowest of the compared OMol25 structures with the same formula, charge and spin: 784.27 kJ/mol
- Charge: 0
- SMILES: C=C(C)/C(C)=[N+](/[O-])ON
- Energy: -456.2555 hartree
- HOMO-LUMO gap: 9.658 eV
- HOMO energy: -8.756 eV

Geometry (Å):
H 3.56 -1.24 -0.07
O 1.50 -1.09 0.03
H -1.43 2.26 -0.08
H -0.85 -0.76 1.81
C -1.70 -0.64 1.17
H -0.63 -1.08 -2.27
C -0.43 2.17 -0.48
O 2.25 1.09 0.20
H -2.17 -1.65 1.41
N 1.20 0.48 0.03
H -2.24 0.29 1.40
H -2.03 -1.93 -1.49
H 0.10 2.98 -0.05
H -0.39 2.40 -1.55
N 2.70 -1.41 0.50
C 0.04 0.83 -0.38
H 2.92 -1.02 1.40
C -1.23 -1.21 -1.36
C -1.16 -0.47 -0.24

Formula: ClFI2Si
Source: the OMol25 dataset
Level of theory: wB97M-V/def2-TZVPD

Values from the calculation:
- Energy above the lowest of the compared OMol25 structures with the same formula, charge and spin: 212.73 kJ/mol
- Charge: 0
- Energy: -1445.0043 hartree
- HOMO-LUMO gap (alpha / beta): 8.196 / 5.380 eV
- HOMO energy (alpha / beta): -10.267 / -8.677 eV

Geometry (Å):
Si -0.54 -0.63 0.58
F 0.27 -0.20 -0.75
I -4.96 2.19 -0.26
I 0.60 -2.83 0.75
Cl -2.56 -0.26 0.52